(1)
The following is a quantum chemistry calculation of a cluster of 2 separate species, C2HF3O2 in total in a non-equilibrium geometry, from the Open Molecules 2025 dataset.

The energy comes out at -526.7811 a.u. For the lowest unoccupied orbital energy (alpha / beta), the calculation gives -0.70 / -0.52 eV.

ORCA input file:
```
! wB97M-V def2-TZVPD RIJCOSX def2/J DEFGRID3
* xyz 0 1
C -0.10522 1.70950 -0.31137
C 0.17649 -0.69785 0.26667
O -0.97158 2.43724 -0.08401
O -0.86445 -1.42580 0.70935
F 1.03243 1.93646 -0.96534
F 0.68036 -1.06954 -0.97872
F 1.11519 -0.59034 1.16252
H -1.06323 -2.29966 0.20089
*
```

Results of the Löwdin charge analysis, in e, for atoms 1 through 5: -0.286, -0.448, 0.157, 0.095, 0.088



(2)
The following is a quantum chemistry calculation of a cluster of 2 separate species, C2HF3O2S in total in a non-equilibrium geometry, from the Open Molecules 2025 dataset.

The energy comes out at -924.9607 a.u. For the lowest unoccupied orbital energy (alpha / beta), the calculation gives -0.63 / -1.02 eV.

ORCA input file:
```
! wB97M-V def2-TZVPD RIJCOSX def2/J DEFGRID3
* xyz 0 1
C 1.72113 -0.37327 0.22909
C -1.23822 -0.21062 -0.12915
O 2.01378 -1.28196 0.91580
O -0.02915 2.19216 0.00977
F -1.28149 -1.33475 0.52529
F -0.59880 -0.41236 -1.33814
F -2.43431 0.17997 -0.55769
S -0.30867 1.09748 0.86405
H 2.15575 0.14336 -0.51900
*
```

Results of the Löwdin charge analysis, in e, for atoms 1 through 5: -0.054, -0.817, 0.102, -0.554, 0.141



(3)
The following is a quantum chemistry calculation of the ion C2HF3O4P with charge -1 in a non-equilibrium geometry, from the Open Molecules 2025 dataset.

The energy comes out at -1018.8230 a.u. For the lowest unoccupied orbital energy (alpha / beta), the calculation gives 2.26 / 2.14 eV.

ORCA input file:
```
! wB97M-V def2-TZVPD RIJCOSX def2/J DEFGRID3
* xyz -1 1
C -0.16681 -0.02235 0.38720
C -0.40222 -1.44245 -0.11224
O -3.62274 1.16577 -0.47500
O -3.01284 -0.65339 1.25250
O -1.13104 0.83808 0.21388
O -2.35902 -0.86254 -1.22332
F 0.19407 -0.18041 1.74444
F 0.39264 -1.88318 -1.07628
F -0.68930 -2.41694 0.69909
P -2.73980 0.06510 -0.01875
H 0.78026 0.32778 -0.08039
*
```

Results of the Löwdin charge analysis, in e, for atoms 1 through 5: -0.438, -0.200, -0.349, -0.342, -0.098



(4)
The following is a quantum chemistry calculation of the molecule C2HF3S2 in a non-equilibrium geometry, from the Open Molecules 2025 dataset.

The energy comes out at -1172.5681 a.u. For the lowest unoccupied orbital energy (alpha / beta), the calculation gives 0.45 / -3.46 eV.

ORCA input file:
```
! wB97M-V def2-TZVPD RIJCOSX def2/J DEFGRID3
* xyz 0 3
C -0.20876 0.39881 2.82326
C -0.43297 -0.87524 2.54769
F 0.14432 1.31592 1.93900
F -0.30473 0.91066 4.04247
F -0.80649 -1.71998 3.50473
S 0.97500 -0.72791 -0.21496
S -0.35024 -1.81775 0.85441
H 0.16024 0.23105 -0.69206
*
```

Results of the Löwdin charge analysis, in e, for atoms 1 through 5: -0.370, -0.477, 0.114, 0.157, 0.025



(5)
The following is a quantum chemistry calculation of a structure of composition C2HF5NO5PrS2 in a non-equilibrium geometry, from the Open Molecules 2025 dataset.

The energy comes out at -2319.9724 a.u. For the lowest unoccupied orbital energy (alpha / beta), the calculation gives -7.38 / -6.03 eV.

ORCA input file:
```
! wB97M-V def2-TZVPD RIJCOSX def2/J DEFGRID3
* xyz 1 4
N 0.23887 -0.20449 -0.40357
S 1.00930 0.71641 -1.51050
O 1.31051 0.12325 -2.80731
O 0.09599 1.91961 -1.56894
C 2.41646 1.54330 -0.50668
F 3.01961 0.57791 0.21843
F 3.32767 1.92583 -1.43725
S -0.81842 0.43206 0.86489
O -0.36196 1.80846 1.26364
O -1.05212 -0.46290 2.00133
Pr 0.84498 3.38521 0.18491
C -0.68451 -1.58065 -0.56103
F -0.10264 -2.43940 0.27346
F -1.99732 -1.80300 -0.48441
F -0.38197 -1.94285 -1.80601
O -3.79992 -2.25921 3.33921
H -3.06455 -1.73955 2.93982
*
```

Results of the Löwdin charge analysis, in e, for atoms 1 through 5: -0.273, 0.743, -0.205, -0.455, -0.558



(6)
The following is a quantum chemistry calculation of a cluster of 2 separate species, C2HFIN in total in a non-equilibrium geometry, from the Open Molecules 2025 dataset.

The energy comes out at -528.9833 a.u. For the lowest unoccupied orbital energy, the calculation gives -0.93 eV.

ORCA input file:
```
! wB97M-V def2-TZVPD RIJCOSX def2/J DEFGRID3
* xyz 0 1
C 1.37045 -1.39114 -0.41469
C -0.68736 1.52455 0.53462
N 0.70920 -2.27058 -0.06285
F -1.29518 1.35951 1.66909
I -1.95428 1.29490 -1.06267
H 1.85717 -0.51723 -0.66351
*
```

Results of the Löwdin charge analysis, in e, for atoms 1 through 5: -0.086, -0.635, 0.061, -0.111, 0.745